A | This record from the OMol25 dataset describes the ion C5H8N3 with charge +1. The level of theory is the ωB97M-V functional and the def2-TZVPD basis.

Geometry as ORCA input:
```
! RIJCOSX wB97M-V def2-TZVPD def2/J DEFGRID3
* xyz 1 1
C -1.42 1.19 -1.45
C -1.47 0.24 -0.19
C -1.02 1.06 0.95
N -0.70 1.74 1.81
C -0.51 -0.86 -0.43
N 0.58 -1.09 0.14
C 1.73 -0.77 0.48
N 2.36 -1.17 1.57
H -2.18 1.11 -2.18
H -0.53 0.80 -1.89
H -1.21 2.20 -1.14
H -2.45 -0.23 0.09
H -0.79 -1.32 -1.34
H 2.35 -0.03 -0.17
H 3.38 -1.00 1.51
H 1.88 -1.86 2.25
*
```

Summary:
LUMO (eV): -5.0
M (g mol⁻¹): 110.14
SMILES string: C[C@H](C#N)/C=N\C=[NH2+]



B | This record from the OMol25 dataset describes the ion C5H8N3 with charge +1. The level of theory is the ωB97M-V functional and the def2-TZVPD basis.

Geometry as ORCA input:
```
! RIJCOSX wB97M-V def2-TZVPD def2/J DEFGRID3
* xyz 1 1
C 1.41 1.08 -0.87
C 1.42 0.27 0.44
C 1.84 -1.12 0.22
N 2.29 -2.16 0.05
C 0.12 0.06 1.12
N -1.00 0.20 0.54
C -2.15 0.13 0.07
N -2.61 -1.01 -0.45
H 2.32 0.82 -1.54
H 1.79 2.19 -0.73
H 0.54 0.98 -1.41
H 2.15 0.80 1.05
H 0.08 -0.25 2.25
H -2.71 1.07 0.21
H -3.55 -1.34 -0.32
H -1.93 -1.70 -0.61
*
```

Summary:
LUMO (eV): -4.7
M (g mol⁻¹): 110.14
SMILES string: C[C@H](C#N)/C=N/C=[NH2+]



Q: Which of them is the least stable? A: B.



A | This record from the OMol25 dataset describes the ion C5H8N3 with charge +1. The level of theory is the ωB97M-V functional and the def2-TZVPD basis.

Geometry as ORCA input:
```
! RIJCOSX wB97M-V def2-TZVPD def2/J DEFGRID3
* xyz 1 1
C -1.09 -0.79 0.67
C -0.29 -0.17 -0.41
C 0.76 -1.24 -0.68
N 1.91 -1.12 -0.15
N 2.34 0.08 0.45
C 1.62 1.16 0.18
N 0.32 1.02 0.03
C -0.67 1.16 -0.98
H -0.54 -1.65 1.07
H -2.07 -1.08 0.26
H -1.28 -0.06 1.50
H 0.65 -2.15 -1.17
H 3.27 0.06 0.92
H 2.17 2.16 0.28
H -0.66 1.22 -2.14
H -1.64 1.47 -0.61
*
```

Summary:
LUMO (eV): -4.9
M (g mol⁻¹): 110.14
SMILES string: C[C@]12C=N[NH+]=CN1C2



B | This record from the OMol25 dataset describes a structure of composition C5H8N3. The level of theory is the ωB97M-V functional and the def2-TZVPD basis.

Geometry as ORCA input:
```
! RIJCOSX wB97M-V def2-TZVPD def2/J DEFGRID3
* xyz 1 1
C -2.97 0.03 -2.59
C -2.13 1.50 -1.64
C 0.99 0.57 -0.01
C 0.09 -1.31 1.45
C 0.27 0.11 1.04
N -3.18 1.29 -2.35
N -1.91 -0.66 -2.16
N -1.32 0.41 -1.42
H -1.84 2.51 -1.48
H 1.10 1.60 -0.23
H 1.63 -0.02 -0.74
H -0.53 0.36 -0.73
H -0.94 -1.80 1.43
H 0.37 -1.38 2.42
H 0.70 -2.01 0.84
H -0.38 0.76 1.53
*
```

Summary:
LUMO (alpha / beta) (eV): -9.2 / -9.2
M (g mol⁻¹): 110.14



C | This record from the OMol25 dataset describes the ion C5H8N3 with charge +1. The level of theory is the ωB97M-V functional and the def2-TZVPD basis.

Geometry as ORCA input:
```
! RIJCOSX wB97M-V def2-TZVPD def2/J DEFGRID3
* xyz 1 1
C -1.14 2.07 -0.87
C -1.19 -1.33 0.80
C -0.48 0.77 -0.86
C 0.49 0.42 0.25
C 1.91 -0.08 -0.21
N -1.37 3.19 -0.96
N 0.01 -0.71 0.98
N -1.91 -1.02 -0.20
H -1.29 -2.21 1.45
H -0.26 0.44 -1.85
H 0.55 1.19 1.18
H 1.84 -1.07 -0.55
H 2.67 -0.01 0.53
H 2.31 0.61 -1.02
H 0.78 -1.11 1.60
H -2.91 -1.16 -0.28
*
```

Summary:
LUMO (alpha / beta) (eV): -7.0 / -7.0
M (g mol⁻¹): 110.14



D | This record from the OMol25 dataset describes a cluster of 2 separate species, C5H8N3 in total. The level of theory is the ωB97M-V functional and the def2-TZVPD basis.

Geometry as ORCA input:
```
! RIJCOSX wB97M-V def2-TZVPD def2/J DEFGRID3
* xyz 1 1
C -0.59 3.22 -0.45
C -0.84 1.94 -0.93
C -0.14 3.08 0.90
C -0.71 1.15 0.18
C 0.15 -2.35 0.09
N -0.11 1.72 1.19
N 0.98 -3.32 -0.18
N 0.61 -1.16 -0.04
H -0.68 4.12 -1.03
H -0.90 1.69 -1.94
H 0.02 3.79 1.62
H -0.86 -2.47 0.32
H 0.17 1.45 2.16
H 0.50 -4.21 -0.37
H 1.85 -3.14 -0.64
H 1.57 -1.15 -0.24
*
```

Summary:
LUMO (alpha / beta) (eV): -5.8 / -6.5
M (g mol⁻¹): 110.14



Q: Which of them is the least stable? A: B.



A | This record from the OMol25 dataset describes the ion C3H6NO3 with charge +1. The level of theory is the ωB97M-V functional and the def2-TZVPD basis.

Geometry as ORCA input:
```
! RIJCOSX wB97M-V def2-TZVPD def2/J DEFGRID3
* xyz 1 1
C 1.19 0.93 -0.07
C 2.33 -1.23 -0.33
C 0.04 0.22 0.01
N -1.22 1.32 -0.10
O 1.31 2.15 -0.15
O 2.30 -0.07 0.18
O -0.33 -1.03 0.34
H 3.10 -1.90 -0.16
H 1.66 -1.48 -1.08
H -2.12 0.96 0.21
H -1.20 1.56 -1.07
H -1.02 2.16 0.34
H -0.28 -1.19 1.34
*
```

Summary:
LUMO (alpha / beta) (eV): -5.9 / -5.9
M (g mol⁻¹): 104.08



B | This record from the OMol25 dataset describes the ion C3H6NO3 with charge +1. The level of theory is the ωB97M-V functional and the def2-TZVPD basis.

Geometry as ORCA input:
```
! RIJCOSX wB97M-V def2-TZVPD def2/J DEFGRID3
* xyz 1 1
O -1.06 -0.98 -1.12
C -0.60 0.08 -0.93
O -0.58 1.26 -1.34
O -1.32 1.57 -2.56
C 0.65 0.07 0.41
C 0.22 -0.24 1.75
N 0.70 -1.32 0.83
H -1.16 2.44 -2.96
H 1.55 0.66 0.29
H 0.79 -0.09 2.56
H -0.86 -0.04 2.02
H 1.63 -1.68 0.87
H 0.03 -1.72 0.20
*
```

Summary:
LUMO (eV): -3.9
M (g mol⁻¹): 104.08
SMILES string: O=C(OO)[C@H]1C[NH2+]1



Q: Which of them is the least stable? A: B.